[1]
The following is a DFT calculation (ωB97M-V with the def2-TZVPD basis set) of C6H22HfO14S2 as an isolated structure in a non-equilibrium geometry.

Structure (XYZ):
```
45
Properties=species:S:1:pos:R:3:forces:R:3:mulliken_charge:R:1
Hf 0.115 -0.669 0.767 0.24 1.60 -0.32 2.4410
S 0.102 -3.471 1.811 0.71 -0.11 0.65 1.2000
O 0.484 -2.165 2.428 0.19 1.27 1.22 -0.6412
O 1.137 -4.485 1.889 0.16 -0.01 0.00 -0.7368
O -1.151 -3.919 2.392 -0.79 -0.17 -0.37 -0.7305
O -0.003 -2.932 0.419 -0.48 0.17 -2.04 -0.6287
S 1.283 1.633 3.353 -0.92 0.38 1.57 1.2363
O 0.062 2.429 3.513 -0.10 0.08 -0.14 -0.7722
O 0.940 0.434 2.511 -0.96 -2.36 -1.55 -0.4269
O 2.308 2.329 2.572 1.05 0.71 -0.92 -0.9124
O 1.787 1.171 4.643 0.21 -0.03 -0.26 -0.7412
C -3.312 2.070 -0.330 -0.25 0.14 -0.18 -1.3617
C -1.796 2.198 -0.549 0.21 -1.04 0.09 0.4571
C -1.325 3.592 -0.217 -0.51 1.36 0.09 -1.3223
O -1.104 1.304 0.229 0.79 -2.11 0.56 -0.2837
H -3.878 2.659 -1.066 0.06 0.32 0.20 0.4129
H -3.537 2.396 0.689 -0.18 0.00 -0.03 0.2684
H -3.690 1.054 -0.466 0.41 -0.16 0.18 0.2460
H -1.628 2.049 -1.636 0.10 -0.18 -0.07 0.0114
H -1.294 3.753 0.863 0.16 -0.30 0.02 0.2747
H -2.029 4.352 -0.601 0.06 -0.09 -0.15 0.3976
H -0.350 3.849 -0.635 0.11 -0.29 0.06 0.2692
C 1.864 -2.444 -2.828 -0.02 0.71 0.29 -1.3639
C 1.415 -0.992 -2.516 0.66 0.49 1.31 0.6879
C 1.081 -0.262 -3.803 0.28 0.01 -1.05 -1.5832
O 0.419 -0.903 -1.574 -1.17 -0.08 1.73 -0.7064
H 2.918 -2.463 -3.123 -0.03 0.02 -0.28 0.3344
H 1.244 -2.834 -3.637 -0.01 -0.41 0.17 0.3719
H 1.786 -3.016 -1.904 -0.33 -0.23 -0.15 0.2938
H 2.293 -0.488 -2.065 0.29 0.03 -0.33 0.1109
H 0.278 -0.774 -4.345 -0.12 0.06 0.16 0.3244
H 1.951 -0.276 -4.478 0.02 -0.19 0.05 0.3905
H 0.831 0.798 -3.732 -0.21 -0.09 0.56 0.2938
O 2.372 -1.378 0.790 0.61 0.02 -0.39 -0.3418
H 3.036 -1.038 1.404 -0.50 0.17 0.17 0.2319
H 2.823 -1.997 0.207 -0.41 -0.07 -0.04 0.2257
O -2.074 -1.447 0.079 -0.60 0.47 -0.65 -0.3804
H -2.774 -1.956 0.498 0.40 -0.11 0.31 0.2156
H -2.251 -1.461 -0.871 0.44 0.05 0.10 0.2137
O 1.624 1.138 0.225 0.86 -0.19 -0.29 -0.4326
H 2.019 1.567 1.034 -0.32 0.15 0.18 0.2510
H 1.620 1.808 -0.462 -0.48 -0.20 -0.06 0.1913
O -1.641 -0.506 2.547 -0.61 0.56 -0.10 -0.4213
H -1.805 0.395 2.873 0.47 -0.05 -0.26 0.2260
H -2.151 -1.102 3.104 0.49 -0.30 -0.07 0.2097
```
Forces are in eV/Å.

total charge = -2
frontier orbital gap = 6.90 eV
HOMO = -2.23 eV

***

[2]
The following is a DFT calculation (ωB97M-V with the def2-TZVPD basis set) of a 5-piece molecular cluster, C6H22NO5 overall in a non-equilibrium geometry.

Structure (XYZ):
```
34
Properties=species:S:1:pos:R:3:forces:R:3:mulliken_charge:R:1
C -0.026 1.473 -2.930 -1.09 -6.70 2.01 -1.1463
N -0.702 1.315 -1.571 0.34 -0.30 -2.40 -0.4855
C 0.102 0.403 -0.794 2.06 0.84 -0.59 0.8208
C -0.530 0.023 0.499 -1.79 0.44 2.74 -0.9318
C -1.149 -1.419 0.582 -0.97 1.84 -0.96 -0.0724
C -1.736 -1.647 1.974 0.65 0.79 -0.38 -1.8000
C 1.560 1.119 -0.607 0.00 0.70 -2.18 -0.8460
O 1.841 1.372 0.631 1.50 0.27 2.84 -0.8618
H -0.442 0.600 -3.571 0.86 1.08 0.98 0.2954
H -0.471 2.231 -3.325 -1.78 5.26 -2.69 0.5385
H 1.031 1.369 -2.943 0.74 0.56 0.00 0.4115
H -0.612 2.213 -1.120 -0.04 0.28 0.27 0.3311
H 0.454 -0.482 -1.371 -1.19 0.17 0.02 0.1609
H -1.399 0.813 0.978 2.24 -1.86 -1.85 -0.0280
H 0.264 0.139 1.271 -0.56 -0.38 -0.33 0.3388
H -1.960 -1.491 -0.201 0.55 0.08 0.71 0.1711
H -0.454 -2.160 0.315 1.23 -0.81 -0.23 0.5782
H -1.914 -2.721 2.178 0.92 0.56 0.57 0.2726
H -2.724 -1.314 1.802 -1.32 0.92 0.71 0.5913
H -1.177 -0.910 2.688 -1.12 -2.01 -0.65 0.3330
H 1.700 2.121 -1.340 -0.79 -1.91 1.57 0.2173
H 2.340 0.434 -1.016 -0.20 -0.11 -0.43 0.2467
H -2.305 0.314 -2.724 0.75 0.21 1.08 0.3671
H -1.928 -1.286 -2.737 -1.21 2.58 -0.65 0.3124
O -2.461 -0.520 -3.156 0.31 -2.96 -0.25 -0.6910
H 1.385 -2.146 1.644 -1.20 -2.85 1.86 0.3844
H 0.387 -2.693 2.803 -0.07 0.27 0.15 0.2993
O 0.908 -3.030 2.077 1.82 2.36 -1.74 -0.6958
H 3.510 -0.975 1.298 2.81 -0.79 -0.88 0.2820
H 2.425 0.013 1.254 -0.73 0.82 -0.02 0.4681
O 2.661 -0.880 1.620 -2.26 0.03 0.86 -0.7197
H -0.298 2.895 1.872 -0.86 -0.20 -0.72 0.2388
H 1.166 2.050 1.667 -1.77 1.81 0.09 0.3834
O 0.553 2.774 2.252 2.19 -1.02 0.50 -0.7645
```
Forces are in eV/Å.

total charge = -1
energy relative to the best compared isomer or geometry (same formula, charge and spin) = 83.75 kcal/mol
frontier orbital gap = 7.91 eV
HOMO = -4.52 eV

***

[3]
The following is a DFT calculation (ωB97M-V with the def2-TZVPD basis set) of a 5-piece molecular cluster, C6H22O8 overall in a non-equilibrium geometry.

Structure (XYZ):
```
36
Properties=species:S:1:pos:R:3:forces:R:3:mulliken_charge:R:1
O 0.344 -1.188 2.028 0.22 -0.33 -0.23 -0.6358
H 0.637 -0.731 2.815 0.11 0.05 0.21 0.2889
H -0.619 -1.123 2.022 -0.06 0.20 0.17 0.3762
O 3.018 0.564 1.937 1.78 -1.99 0.78 -0.6007
H 2.961 1.010 1.131 -0.04 1.04 -1.93 0.2931
H 2.308 0.886 2.442 -1.34 0.90 1.15 0.3176
C 1.301 -0.841 -1.330 -1.89 -2.33 -1.10 0.2668
C 0.921 -2.090 -2.202 1.70 -1.65 4.22 -0.9632
O 1.284 -1.848 -3.511 0.43 -2.24 -1.85 -0.5753
O 0.697 0.152 -2.102 -0.42 1.29 -1.02 -0.4845
H 2.375 -0.786 -1.297 0.57 0.34 0.24 0.3856
H 0.820 -0.922 -0.327 0.64 0.11 -0.58 -0.0317
H -0.122 -2.304 -2.137 -0.92 0.03 0.26 0.3547
H 1.405 -3.005 -1.697 -0.25 1.01 -1.10 0.3830
H 1.202 -2.753 -3.937 0.23 1.91 0.22 0.3431
H 0.588 -0.280 -2.988 0.26 1.35 0.77 0.3392
C -2.382 -1.592 0.251 1.40 0.07 -0.61 -0.4071
C -2.332 -0.661 -0.982 -0.56 -2.00 0.55 -0.4513
O -2.379 -1.365 -2.191 -0.94 -0.39 -0.39 -0.6171
O -2.222 -0.776 1.404 0.05 -0.41 0.05 -0.6217
H -1.538 -2.302 0.243 -0.25 0.26 -0.05 0.2058
H -3.288 -2.165 0.358 -0.48 -0.23 -0.37 0.3528
H -1.550 0.018 -0.913 2.06 0.89 0.13 0.3304
H -3.168 -0.027 -0.911 -1.63 0.76 -0.20 0.5137
H -1.546 -1.418 -2.651 0.35 0.39 0.20 0.3679
H -2.991 -0.227 1.387 -0.65 0.84 0.51 0.3107
C 0.096 1.892 0.860 0.04 0.15 -1.02 0.8136
C 0.631 3.033 1.806 -2.08 -2.75 1.35 -0.5131
O 1.342 2.557 2.965 -0.05 -0.08 -0.59 -0.5356
O -0.464 2.589 -0.321 -0.57 -0.65 1.75 -0.5699
H -0.696 1.192 1.287 0.96 1.29 -0.49 -0.0530
H 0.913 1.215 0.464 -0.72 0.79 0.85 -0.4864
H -0.155 3.627 2.262 -0.70 0.08 -0.84 0.3813
H 1.203 3.627 1.206 1.87 1.75 -1.50 0.2680
H 1.180 3.265 3.587 0.37 -0.20 0.58 0.3353
H 0.215 2.788 -0.960 0.49 -0.25 -0.13 0.3188
```
Forces are in eV/Å.

energy relative to the best compared isomer or geometry (same formula, charge and spin) = 49.93 kcal/mol
frontier orbital gap = 10.72 eV
HOMO = -10.23 eV

***

[4]
The following is a DFT calculation (ωB97M-V with the def2-TZVPD basis set) of C6H23ClNNbO5P2 as an isolated structure in a non-equilibrium geometry.

Structure (XYZ):
```
39
Properties=species:S:1:pos:R:3:forces:R:3:mulliken_charge:R:1
N -2.788 3.045 -0.156 0.07 0.19 0.30 -0.6256
C -1.673 3.777 -0.768 -0.19 -0.43 -0.66 -1.0462
C -0.479 2.891 -1.138 0.13 0.90 0.79 0.0956
C 0.374 2.504 0.091 0.10 -0.43 -0.89 -1.0011
Nb 0.903 0.318 0.334 -2.04 0.71 1.89 -0.2767
O -1.093 -0.118 0.424 1.22 0.27 0.07 -0.7709
C 1.213 0.456 2.544 0.26 -0.82 -0.38 -0.8831
C 0.058 -0.087 3.397 0.47 0.18 0.28 -0.5597
C -0.227 -1.565 3.220 -0.50 0.14 -0.11 -0.2099
Cl 0.806 -2.573 4.280 0.09 -0.10 -0.01 -0.2408
P 1.049 -0.104 -2.237 -0.39 -0.24 0.07 -0.2426
P 1.814 -2.032 -2.773 1.31 0.92 -0.39 0.9067
O 2.897 -1.987 -3.752 0.34 -0.05 -0.48 -0.6512
O 0.512 -2.837 -3.389 -1.71 -0.68 1.01 -0.7102
O 2.159 -3.003 -1.566 -0.42 -0.52 0.19 -0.4552
H -2.853 2.132 -0.590 -0.06 -0.05 -0.01 0.2690
H -2.621 2.888 0.830 0.02 0.00 0.03 0.2792
H -1.360 4.605 -0.136 -0.05 0.03 0.19 0.4113
H -2.056 4.208 -1.695 -0.07 0.17 -0.03 0.3846
H -0.890 2.034 -1.670 0.15 -0.08 -0.23 0.1300
H 0.146 3.496 -1.795 0.06 -0.30 -0.41 0.3408
H 1.269 3.121 0.149 0.07 0.12 -0.02 0.4155
H -0.209 2.750 0.989 0.02 -0.33 0.28 0.3097
H 1.281 -1.488 0.499 0.17 -0.18 -0.51 0.0756
H 2.688 0.683 0.219 -0.11 0.03 0.08 0.0619
H -1.566 0.534 0.953 -0.28 0.00 -0.06 0.2313
H 1.429 1.479 2.856 0.04 0.22 -0.28 0.4094
H 2.101 -0.120 2.807 0.15 0.02 0.02 0.4918
H -0.857 0.495 3.281 -0.15 -0.05 -0.26 0.2021
H 0.340 0.045 4.445 -0.13 0.08 0.15 0.4621
H -1.259 -1.778 3.479 -0.03 -0.17 0.19 0.3412
H -0.065 -1.906 2.204 0.15 0.02 -0.11 0.1147
H 2.069 0.695 -2.777 0.16 -0.29 -0.17 0.0663
H -0.228 -2.215 -3.296 0.25 0.47 -0.56 0.3119
H 3.079 -2.868 -1.308 0.01 0.01 0.19 0.3004
O -1.492 -4.469 -1.897 -0.16 -0.09 0.08 -0.3310
H -1.345 -5.374 -2.233 0.05 0.03 0.00 0.4515
H -2.426 -4.198 -1.979 0.01 0.00 0.05 0.4565
H -0.880 -3.826 -2.346 0.99 0.33 -0.29 0.4853
```
Forces are in eV/Å.

energy relative to the best compared isomer or geometry (same formula, charge and spin) = 0.00 kcal/mol
frontier orbital gap = 4.94 eV
HOMO = -7.45 eV

***

| no. | total energy (Eh) |
| --- | --- |
| 1 | -2139.840170 |
| 2 | -672.688844 |
| 3 | -843.607485 |
| 4 | -1873.029214 |